C31H50CeO3P2 as an isolated structure in a non-equilibrium geometry. Source: the OMol25 dataset; level of theory: wB97M-V/def2-TZVPD.

The value obtained for the LUMO energy (alpha / beta) is -4.88 / -4.58 eV. Its molar mass is 672.80 g mol⁻¹. The frontier orbital gap (alpha / beta) comes out at 0.196 / 0.208 hartree. The value obtained for the relative energy (zero: lowest compared OMol25 entry of this formula, charge and spin) is 107.51 kcal per mole. Its electronic energy is -2594.4730 Ha. As for the largest force on an atom: 10.8 eV/A.

```
! wB97M-V def2-TZVPD RIJCOSX def2/J DEFGRID3
* xyz 1 2
Ce 0.6742 -0.6105 1.0853
C -1.5149 0.4045 2.7002
C -0.3325 0.1484 3.4793
C -0.1030 2.2179 2.4530
C -1.3741 1.6941 2.1001
C 0.5584 1.2650 3.2824
C -2.7522 -0.4148 2.6977
H -2.5598 -1.4366 3.0490
H -3.1928 -0.4765 1.6896
H -3.5159 0.0214 3.3657
C -2.4168 2.4301 1.3460
H -3.4160 2.0456 1.5657
H -2.2484 2.3673 0.2631
H -2.4129 3.4974 1.6094
C 0.4103 3.5691 2.1233
H 0.8326 4.0613 3.0061
H -0.3848 4.2172 1.7405
H 1.2009 3.5320 1.3599
C 1.8571 1.4680 3.9738
H 1.7415 1.3658 5.0629
H 2.2461 2.4705 3.7596
H 2.6203 0.7398 3.6580
C -0.1498 -0.9714 4.4477
H -0.6512 -0.7238 5.3968
H 0.9091 -1.1613 4.6704
H -0.5904 -1.9137 4.0859
C 0.3688 -2.3575 -0.4720
C -0.2708 -2.6872 0.7459
C 0.3073 -3.6433 1.7623
C 1.5938 -3.2569 2.5660
C 2.2862 -1.9451 2.2194
C 2.7741 -1.7120 0.9338
C 2.8636 -2.8507 -0.0817
C 1.6190 -3.0387 -0.9785
H 0.5058 -4.6002 1.2578
H 2.2982 -4.0910 2.4132
H -0.4923 -3.8568 2.4912
H 1.4283 -4.1215 -1.1128
H -0.2168 -1.8576 -1.2711
H -1.3682 -2.4793 0.8240
H 1.8491 -2.6371 -1.9775
H 3.7473 -2.6823 -0.7151
H 3.3408 -0.7776 0.6852
H 3.0410 -3.8206 0.4042
H 1.3654 -3.2831 3.6455
H 2.6311 -1.3399 3.0791
P -3.5090 -1.9034 -1.3362
C -4.6514 -0.4970 -1.6979
H -5.5618 -0.8601 -2.1964
H -4.1511 0.2527 -2.3289
H -4.9314 -0.0322 -0.7411
C -3.0370 -2.3125 -3.0663
H -3.9308 -2.4284 -3.6886
H -2.4875 -3.2607 -3.0607
H -2.3907 -1.5330 -3.4838
C -4.7787 -3.2306 -1.1700
H -4.2858 -4.2082 -1.2483
H -5.5228 -3.1286 -1.9675
H -5.2753 -3.1465 -0.1925
P 3.9297 0.5177 -1.8815
C 5.5028 1.2793 -1.3345
H 6.2921 1.1000 -2.0765
H 5.7854 0.8112 -0.3815
H 5.3540 2.3559 -1.1720
C 4.4680 -0.6621 -3.1731
H 4.8340 -1.5820 -2.6993
H 5.2702 -0.2082 -3.7653
H 3.6113 -0.9074 -3.8141
C 3.1961 1.8287 -2.9369
H 3.9278 2.1723 -3.6791
H 2.8670 2.6752 -2.3181
H 2.3212 1.4189 -3.4562
O -2.3585 1.3114 -3.4168
C -1.8468 2.3874 -2.7884
C -2.5341 3.6065 -2.8572
C -2.0592 4.7001 -2.1512
C -0.8705 4.6154 -1.4154
C -0.1582 3.4209 -1.3533
C -0.6439 2.2947 -2.0342
C -0.1611 0.9381 -1.7502
O -0.4305 -0.0322 -2.5118
O 0.5379 0.7952 -0.6649
H -1.6590 0.5897 -3.2769
H -3.4323 3.6550 -3.4698
H -2.6144 5.6354 -2.1815
H -0.4995 5.4706 -0.8608
H 0.7772 3.3322 -0.7917
*
```

Results of the Löwdin charge analysis, in e, for atoms 1 through 8:
1 Ce 1.32
2 C -0.28
3 C -0.34
4 C -0.22
5 C -0.21
6 C -0.29
7 C -0.04
8 H 0.08


C31H50Cl3N2PSTl as an isolated structure in a non-equilibrium geometry. Source: the OMol25 dataset; level of theory: wB97M-V/def2-TZVPD.

The value obtained for the LUMO energy is -3.87 eV. Its molar mass is 824.54 g mol⁻¹. The frontier orbital gap comes out at 0.250 hartree. The value obtained for the relative energy (zero: lowest compared OMol25 entry of this formula, charge and spin) is 22.57 kcal per mole. Its electronic energy is -3613.1124 Ha. As for the largest force on an atom: 1.2 eV/A.

```
! wB97M-V def2-TZVPD RIJCOSX def2/J DEFGRID3
* xyz 1 1
Tl -0.9148 1.2231 0.2323
Cl -1.8354 -1.3071 1.3987
C -1.3267 -1.2319 3.0656
C -1.6643 -2.3245 3.8485
C -1.2866 -2.3499 5.1767
C -0.5821 -1.2820 5.7072
C -0.2687 -0.1956 4.9119
Cl 0.5948 1.1213 5.6274
C -0.6295 -0.1277 3.5535
S -0.1715 1.3285 2.6752
H -2.2179 -3.1433 3.4103
H -1.5432 -3.1984 5.7952
H -0.2756 -1.2812 6.7439
Cl -1.5267 2.8460 -2.7665
C -0.8086 3.0453 -1.1882
H -1.2918 3.8286 -0.6153
H 0.2598 3.1982 -1.2671
C 3.8869 -3.4665 1.1397
C 2.4116 -3.8472 1.0527
C 1.6783 -2.9828 0.0097
C 2.3100 -1.5776 -0.1067
C 2.8242 -1.1566 1.2772
C 4.0335 -2.0251 1.6599
P 1.1328 -0.3636 -0.8138
C 2.1346 1.0793 -1.4077
C 3.4383 0.7446 -2.1847
C 4.6888 1.1869 -1.4282
C 4.6822 2.7042 -1.1953
C 3.2751 3.2251 -0.8287
C 2.4259 2.0841 -0.2737
C 0.4024 -1.0363 -2.3700
C 1.3910 -1.6968 -3.3545
C 0.6643 -2.6656 -4.3031
C -0.7362 -2.1533 -4.6320
C -1.6207 -2.1448 -3.3707
C -0.7780 -1.9827 -2.0950
H 4.3454 -3.5673 0.1518
H 4.4099 -4.1529 1.8051
H 1.9556 -3.7177 2.0376
H 2.3057 -4.8981 0.7832
H 0.6279 -2.8932 0.3011
H 1.7129 -3.4807 -0.9610
H 3.1564 -1.6010 -0.8000
H 2.0172 -1.2823 2.0051
H 3.1145 -0.1095 1.3048
H 4.1234 -2.0328 2.7472
H 4.9484 -1.5815 1.2617
H 1.4401 1.5721 -2.0992
H 3.4203 1.2694 -3.1435
H 3.5014 -0.3170 -2.4188
H 5.5727 0.9130 -2.0047
H 4.7519 0.6597 -0.4716
H 5.0281 3.2118 -2.0970
H 5.3888 2.9479 -0.4010
H 2.7845 3.6341 -1.7181
H 3.3457 4.0305 -0.0978
H 1.5007 2.4682 0.1596
H 2.9715 1.6172 0.5439
H -0.0262 -0.1396 -2.8388
H 2.1681 -2.2433 -2.8156
H 1.8851 -0.9214 -3.9421
H 0.5859 -3.6567 -3.8481
H 1.2464 -2.7803 -5.2178
H -1.1939 -2.7770 -5.3992
H -0.6578 -1.1429 -5.0433
H -2.1848 -3.0763 -3.3043
H -2.3467 -1.3308 -3.4356
H -0.4068 -2.9564 -1.7767
H -1.4023 -1.5913 -1.2882
C -3.3438 2.7111 1.7679
C -4.7251 3.3039 2.1623
N -5.7528 2.7995 1.2603
C -5.4214 3.1718 -0.1093
C -4.0780 2.5082 -0.5260
N -3.5080 1.7800 0.6280
C -4.4529 0.7116 1.0147
C -5.8292 1.3469 1.3711
H -2.8988 2.1641 2.5977
H -2.6469 3.4991 1.4701
H -4.7131 4.3924 2.1050
H -4.9905 3.0209 3.1810
H -5.3495 4.2584 -0.1610
H -6.2338 2.8552 -0.7635
H -3.3670 3.2596 -0.8572
H -4.2219 1.7943 -1.3377
H -4.0413 0.1723 1.8657
H -4.5457 0.0178 0.1776
H -6.1172 1.0943 2.3915
H -6.6096 0.9900 0.6987
*
```

Results of the Löwdin charge analysis, in e, for atoms 1 through 8:
1 Tl 0.66
2 Cl 0.73
3 C -0.62
4 C -0.11
5 C -0.07
6 C -0.10
7 C -0.68
8 Cl 0.70


C31H50F9I2N2O11S as an isolated structure in a non-equilibrium geometry. Source: the OMol25 dataset; level of theory: wB97M-V/def2-TZVPD.

The value obtained for the LUMO energy is -5.08 eV. Its molar mass is 1083.60 g mol⁻¹. The frontier orbital gap comes out at 0.201 hartree. Its electronic energy is -4039.8387 Ha. As for the largest force on an atom: 5.8 eV/A.

```
! wB97M-V def2-TZVPD RIJCOSX def2/J DEFGRID3
* xyz 1 1
C -1.5868 2.9606 -3.7967
C -0.6605 4.2197 -4.1362
O 0.7528 4.0923 -3.7772
N 0.9634 3.2521 -2.7576
C 0.6063 3.5530 -1.3693
C -0.0882 4.9563 -0.9945
I 1.1025 6.7348 -1.4563
C -1.4011 4.9984 -0.4301
C -2.2961 3.7205 -0.0993
I -2.2806 6.9517 -0.0067
C 0.8851 2.5920 -0.1907
C 1.5765 1.2337 -0.4892
C 1.8661 0.2863 0.7614
O 2.3065 0.8388 1.7952
O 1.6450 -1.1283 0.7800
O 0.2981 -1.3134 0.6263
C 1.9594 0.9319 -1.9636
C 2.6832 -0.4769 -2.2622
C 4.0975 -0.5367 -1.5083
C 5.2876 -1.2021 -2.3424
F 6.0687 -2.0168 -1.4731
F 4.6518 -2.1460 -3.2450
C 6.1156 -0.2131 -3.2785
F 6.6070 -0.8609 -4.4532
F 5.1826 0.7713 -3.7591
S 7.5476 0.7004 -2.5052
F 6.7349 2.1668 -2.7434
F 6.9136 0.6748 -0.9676
F 8.4630 -0.6692 -2.2917
F 8.2587 0.8571 -4.0354
F 8.8330 1.5808 -1.9038
C 1.6397 1.9907 -3.0816
C 2.0605 1.7486 -4.6270
C 0.8671 1.1845 -5.5258
O 0.2184 0.1978 -5.0403
N 0.4749 1.6333 -6.8559
C 1.1901 2.8640 -7.3088
C -0.9855 1.9149 -6.9762
H -1.0569 1.9523 -3.7619
H -2.1268 3.1897 -2.8039
H -2.4226 2.8518 -4.5892
H -0.6832 4.5128 -5.2542
H -1.0609 5.1430 -3.5635
H -1.7702 2.7186 -0.2341
H -3.2434 3.7085 -0.7644
H -2.6981 3.8472 0.9771
H 0.5800 2.9118 0.8656
H 0.1982 -2.1192 0.0556
H 2.0097 -1.2757 -1.7716
H 2.7220 -0.5833 -3.3935
H 4.4080 0.5596 -1.3038
H 3.9974 -1.0460 -0.4864
H 2.9186 0.9777 -4.7143
H 2.5087 2.7412 -4.9737
H 0.9220 3.1236 -8.3999
H 2.3350 2.8178 -7.1562
H 0.8189 3.7455 -6.6662
H -1.6541 1.1155 -6.5154
H -1.2222 1.9107 -8.1092
H -1.2848 2.9738 -6.6184
C -2.2000 -2.4899 2.0649
O -2.3529 -3.5931 1.1899
C -1.9403 -4.8235 1.7802
C -2.8086 -5.9773 1.2873
O -4.1167 -6.0011 1.8599
C -5.0261 -4.9886 1.4194
C -5.4772 -5.1501 -0.0279
O -4.4520 -4.7218 -0.9199
C -4.4765 -5.4137 -2.1539
H -1.1407 -2.2930 2.2451
H -2.6524 -1.6159 1.5915
H -2.7192 -2.6687 3.0119
H -1.9886 -4.7736 2.8725
H -0.8996 -4.9974 1.4796
H -2.3350 -6.9093 1.6112
H -2.8548 -6.0178 0.1983
H -4.6263 -3.9960 1.6181
H -5.9082 -5.0993 2.0585
H -6.3569 -4.5244 -0.2123
H -5.7378 -6.1972 -0.2103
H -4.4396 -6.4964 -1.9941
H -3.5912 -5.1251 -2.7243
H -5.3726 -5.1476 -2.7243
C -2.9640 -0.0415 8.9679
O -2.1298 0.6019 8.0213
C -0.9658 1.1707 8.6128
C 0.2222 1.0825 7.6596
O 0.7746 -0.2306 7.5439
C -0.0062 -1.1917 6.8293
C -0.1011 -0.9209 5.3320
O -1.0261 0.1321 5.0739
C -0.7025 0.8709 3.9145
H -3.4091 0.6926 9.6448
H -3.7587 -0.5562 8.4247
H -2.4024 -0.7897 9.5363
H -0.7148 0.6696 9.5530
H -1.1870 2.2245 8.8216
H 1.0263 1.6978 8.0753
H -0.0092 1.4999 6.6788
H -0.9852 -1.3140 7.2887
H 0.5186 -2.1433 6.9639
H -0.4687 -1.8156 4.8175
H 0.8918 -0.6685 4.9467
H 0.3255 1.2460 3.9659
H -1.3746 1.7303 3.8587
H -0.8344 0.2532 3.0184
*
```

Results of the Löwdin charge analysis, in e, for atoms 1 through 8:
1 C -0.05
2 C -0.16
3 O -0.12
4 N -0.05
5 C -0.10
6 C -0.70
7 I 0.83
8 C -0.72


C31H50HgN2O8SSb as an isolated structure. Source: the OMol25 dataset; level of theory: wB97M-V/def2-TZVPD.

The value obtained for the LUMO energy (alpha / beta) is 4.17 / 3.94 eV. Its molar mass is 933.16 g mol⁻¹. The frontier orbital gap (alpha / beta) comes out at 0.202 / 0.237 hartree. The value obtained for the relative energy (zero: lowest compared OMol25 entry of this formula, charge and spin) is 0.00 kcal per mole. Its electronic energy is -2714.3887 Ha. As for the largest force on an atom: 0.2 eV/A.

```
! wB97M-V def2-TZVPD RIJCOSX def2/J DEFGRID3
* xyz -2 2
Hg 0.8124 -0.8899 0.4841
C 2.3858 0.6169 1.8402
C 1.4751 0.9134 2.9354
C 0.9271 2.1743 2.6687
C 1.5322 2.6543 1.4572
C 2.4301 1.7359 0.9603
C 3.3176 1.9073 -0.2578
C 4.2077 0.6807 -0.4650
C 4.2064 3.1442 -0.0636
C 2.4685 2.1027 -1.5183
C -0.0477 3.0859 3.4257
C -1.1970 2.3577 4.1304
C -0.7352 4.0540 2.4472
C 0.7204 3.9450 4.4444
C 1.3578 -0.0592 4.1158
C 1.6028 0.6470 5.4597
C 2.4367 -1.1511 4.0237
C 0.0177 -0.8148 4.1525
H 3.1372 -0.1553 1.8735
H 1.3054 3.5943 0.9732
H 4.8480 0.5057 0.4036
H 4.8520 0.8246 -1.3370
H 3.6111 -0.2129 -0.6544
H 4.8288 3.0352 0.8280
H 3.5988 4.0436 0.0623
H 4.8599 3.2882 -0.9308
H 1.8839 1.2070 -1.7295
H 3.1105 2.2945 -2.3852
H 1.7893 2.9528 -1.3967
H -1.7446 1.7443 3.4131
H -1.8905 3.0926 4.5517
H -0.8670 1.7190 4.9447
H -1.2320 3.5009 1.6489
H -0.0337 4.7514 1.9901
H -1.4855 4.6448 2.9821
H 1.2117 3.3331 5.1998
H 0.0434 4.6440 4.9500
H 1.4937 4.5218 3.9323
H 2.5527 1.1858 5.4288
H 1.6491 -0.0926 6.2660
H 0.8232 1.3606 5.7123
H 3.4414 -0.7233 4.0560
H 2.3338 -1.7356 3.1086
H 2.3281 -1.8335 4.8713
H -0.8415 -0.1501 4.1394
H -0.0414 -1.4382 5.0518
H -0.0588 -1.4705 3.2817
O -2.3995 -2.0445 -2.7193
C -1.3107 -1.9456 -2.1342
O -1.1304 -1.2790 -1.0647
C -0.1254 -2.7162 -2.7123
C -0.4295 -3.8335 -3.4396
C 0.5673 -4.6594 -3.9851
C 1.9049 -4.3597 -3.7888
C 2.2323 -3.2515 -3.0522
C 1.2619 -2.3050 -2.5204
O 1.6091 -1.2220 -2.0192
N 3.6540 -3.0275 -2.8399
O 4.0243 -2.5624 -1.7810
O 4.4270 -3.3515 -3.7393
N 0.2143 -5.8236 -4.7386
O -0.9724 -6.0809 -4.9073
O 1.1121 -6.5259 -5.2009
H -1.4716 -4.0708 -3.5982
H 2.6791 -4.9906 -4.1971
C -1.5871 3.8044 -1.2368
Sb -1.2329 1.6620 -0.9905
C -3.3271 1.2240 -1.2626
C -0.7929 1.3868 -3.0758
H -2.1253 3.9709 -2.1722
H -0.6425 4.3523 -1.2639
H -2.1811 4.1931 -0.4080
H -3.7280 1.8526 -2.0604
H -3.8828 1.4112 -0.3424
H -3.4107 0.1736 -1.5449
H -1.4516 2.0336 -3.6584
H -0.9707 0.3481 -3.3466
H 0.2464 1.6361 -3.2834
C -2.5682 -4.5960 -0.1968
C -3.0387 -3.3421 0.5193
S -2.3700 -3.2700 2.1852
O -3.0598 -4.3330 2.9879
C -3.1803 -1.7292 2.6827
C -2.8213 -0.5093 1.8514
H -2.9535 -4.5898 -1.2165
H -2.9005 -5.4994 0.3160
H -1.4784 -4.6128 -0.2645
H -4.1273 -3.3121 0.6278
H -2.6912 -2.4533 -0.0118
H -2.8802 -1.6031 3.7251
H -4.2490 -1.9607 2.6627
H -1.7417 -0.3571 1.8007
H -3.2629 0.3827 2.3020
H -3.1837 -0.5856 0.8282
*
```

Results of the Löwdin charge analysis, in e, for atoms 1 through 8:
1 Hg 1.01
2 C -0.19
3 C -0.18
4 C -0.14
5 C -0.07
6 C -0.27
7 C -0.56
8 C -0.06


A 4-piece molecular cluster, C31H50N2S2 overall in a non-equilibrium geometry. Source: the OMol25 dataset; level of theory: wB97M-V/def2-TZVPD.

The value obtained for the LUMO energy is -1.17 eV. Its molar mass is 514.89 g mol⁻¹. The frontier orbital gap comes out at 0.245 hartree. The SMILES is S=C=Nc1cccc2c1Sc1ccccc1N2.CCCCCC.CCCCCC.CCCCCC. Its electronic energy is -2116.4291 Ha. As for the largest force on an atom: 7.4 eV/A.

```
! wB97M-V def2-TZVPD RIJCOSX def2/J DEFGRID3
* xyz 0 1
S -0.1333 -1.8917 4.6680
C -1.8602 -1.8711 4.5049
N -3.1208 -1.3919 4.1571
C -3.4330 -0.0962 4.8763
C -4.5219 -0.0120 6.1396
C -4.7798 1.4667 6.8188
C -4.0136 2.8486 6.3080
C -2.9100 2.7821 5.0529
C -2.6665 1.2679 4.3854
S -1.3660 1.2419 2.9850
C -0.0494 2.4554 3.6537
C 1.5548 2.1491 3.5140
C 2.5775 3.2801 4.1938
C 1.9611 4.6306 4.9151
C 0.3216 4.9372 5.0416
C -0.6945 3.8025 4.4073
N -2.1866 4.0162 4.5405
H -5.0554 -1.0092 6.5205
H -5.5287 1.5711 7.7382
H -4.2140 3.8933 6.8162
H 1.9330 1.1562 2.9943
H 3.7422 3.0392 4.1248
H 2.7000 5.4298 5.4014
H -0.1172 5.9000 5.5530
H -2.4184 4.8735 5.1136
C 1.2823 -1.3090 0.6186
C 1.4282 -2.7915 0.3146
C 2.2130 -3.5523 1.3858
C 3.6691 -3.1077 1.5693
C 4.5381 -3.1867 0.3109
C 4.6890 -4.6008 -0.2258
H 2.2522 -0.8059 0.6537
H 0.6856 -0.8212 -0.1596
H 0.7776 -1.1549 1.5786
H 1.8921 -2.9231 -0.6689
H 0.4258 -3.2314 0.2412
H 2.1860 -4.6222 1.1478
H 1.6963 -3.4470 2.3484
H 4.1235 -3.7267 2.3534
H 3.6920 -2.0794 1.9485
H 5.5334 -2.7974 0.5525
H 4.1364 -2.5351 -0.4739
H 5.1348 -5.2576 0.5275
H 5.3431 -4.6012 -1.1042
H 3.7280 -5.0242 -0.5296
C -1.5196 3.5807 -4.1992
C -2.8484 3.2498 -3.5387
C -3.0046 3.8764 -2.1513
C -1.9884 3.4068 -1.1032
C -1.9600 1.8960 -0.8543
C -3.2714 1.3530 -0.3104
H -0.6747 3.1885 -3.6271
H -1.4748 3.1372 -5.1997
H -1.3941 4.6639 -4.3032
H -2.9747 2.1629 -3.4868
H -3.6572 3.6213 -4.1800
H -4.0201 3.6783 -1.7884
H -2.9270 4.9674 -2.2421
H -2.2064 3.9179 -0.1567
H -0.9840 3.7339 -1.3960
H -1.1660 1.6792 -0.1309
H -1.6919 1.3612 -1.7730
H -3.5327 1.8404 0.6340
H -3.1834 0.2776 -0.1228
H -4.0943 1.4991 -1.0150
C -0.5177 -0.7295 -4.7942
C -0.3718 -2.2120 -5.0982
C 0.4130 -2.9728 -4.0270
C 1.8691 -2.5282 -3.8435
C 2.7381 -2.6072 -5.1020
C 2.8890 -4.0213 -5.6387
H 0.4522 -0.2265 -4.7591
H -1.1144 -0.2417 -5.5724
H -1.0224 -0.5754 -3.8342
H 0.0921 -2.3436 -6.0818
H -1.3742 -2.6519 -5.1716
H 0.3860 -4.0428 -4.2651
H -0.1037 -2.8675 -3.0644
H 2.3235 -3.1472 -3.0594
H 1.8920 -1.4999 -3.4643
H 3.7334 -2.2179 -4.8604
H 2.3364 -1.9556 -5.8867
H 3.3348 -4.6781 -4.8853
H 3.5431 -4.0217 -6.5171
H 1.9280 -4.4447 -5.9424
*
```

Results of the Löwdin charge analysis, in e, for atoms 1 through 8:
1 S 0.59
2 C -0.51
3 N -0.01
4 C -0.22
5 C -0.02
6 C -0.07
7 C -0.02
8 C -0.14


- Which value of molar mass does entry 1 give?
  672.80 g mol⁻¹


- Which value of electronic energy does entry 3 give?
  -4039.8387 Ha


- What is the molar mass in the fourth record?
  933.16 g mol⁻¹


- Which value of electronic energy does entry 2 give?
  -3613.1124 Ha